1.
19
Properties=species:S:1:pos:R:3:nbo_charge:R:1 method="wB97M-V/def2-TZVPD" homo_lumo_gap_ev=11.566 e_tot_ha=-1222.1323 total_charge=+1 homo_ev=-14.92 fmax_ha_per_bohr=0.014
C 0.652 -1.542 0.958 -0.744
S 0.484 -0.907 -0.718 0.488
C -1.253 -0.505 -0.932 -0.902
B -1.900 0.178 0.382 1.154
O -3.076 -0.255 0.880 -0.860
O -1.138 1.096 1.051 -0.944
P 1.417 1.075 -0.699 2.263
O 0.490 2.006 -1.311 -1.021
O 2.775 0.824 -1.454 -0.980
O 1.818 1.235 0.810 -0.978
H 0.300 -0.801 1.673 0.276
H 0.088 -2.471 1.006 0.267
H 1.714 -1.722 1.115 0.266
H -1.260 0.186 -1.780 0.306
H -1.748 -1.425 -1.246 0.270
H -3.743 -0.559 0.259 0.516
H -1.293 2.025 0.859 0.538
H 2.975 -0.050 -1.808 0.541
H 2.698 1.614 0.956 0.544


2.
15
Properties=species:S:1:pos:R:3:nbo_charge:R:1 method="wB97M-V/def2-TZVPD" homo_lumo_gap_ev=11.297 e_tot_ha=-705.8004 e_above_lowest_kcal_mol=3.7 total_charge=+1 homo_ev=-14.59 fmax_ha_per_bohr=0.048
C -0.991 0.762 0.364 0.389
C 1.411 -0.543 -0.636 -0.218
N -1.501 1.904 -0.107 -0.735
N 1.103 -1.351 0.515 -0.870
N -1.334 -0.508 0.275 -0.750
Cl 1.750 1.139 -0.154 -0.036
H -0.357 0.886 1.202 0.228
H 2.338 -0.950 -1.066 0.219
H -1.233 2.901 0.108 0.456
H -2.288 1.934 -0.756 0.419
H 1.166 -2.348 0.224 0.399
H 1.941 -1.103 1.072 0.404
H -2.084 -1.004 -0.278 0.431
H 0.662 -0.538 -1.387 0.203
H -0.583 -1.182 0.627 0.461